C4H9NO2 | ωB97M-V/def2-TZVPD

The structure (SMILES) is [H]/N=C/O.C/C=C/O. The value obtained for the energy above the lowest of the compared OMol25 structures with the same formula, charge and spin is 190.1 kJ/mol.

The geometry in XYZ format:
```
16
C4H9NO2 (ωB97M-V/def2-TZVPD)
H -0.87 1.04 -3.04
N -0.57 0.88 -2.08
C -0.64 1.94 -1.40
O -0.30 2.01 -0.11
H -0.98 2.92 -1.76
H -0.07 1.10 0.17
C 1.01 -1.64 -0.35
C -0.08 -1.15 0.57
C 0.13 -0.55 1.73
O -0.91 -0.14 2.53
H 0.82 -1.25 -1.36
H 1.04 -2.73 -0.39
H 1.99 -1.29 -0.02
H -1.11 -1.30 0.25
H 1.13 -0.35 2.11
H -0.59 0.52 3.16
```

C4H9NO2 | ωB97M-V/def2-TZVPD

The structure (SMILES) is CC(C)=[N+]([O-])CO. The value obtained for the energy above the lowest of the compared OMol25 structures with the same formula, charge and spin is 474.4 kJ/mol.

The geometry in XYZ format:
```
16
C4H9NO2 (ωB97M-V/def2-TZVPD)
C -0.38 1.21 -1.25
C -0.29 -0.14 -0.55
C -1.22 -1.14 -1.08
N 0.40 -0.57 0.47
O 0.23 -1.66 1.09
C 1.15 0.50 1.30
O 1.93 0.21 2.47
H 0.55 1.71 -1.16
H -0.59 0.85 -2.23
H -1.03 1.86 -0.80
H -1.98 -1.37 -0.40
H -1.47 -1.07 -2.06
H -0.89 -2.17 -1.05
H 1.82 0.98 0.74
H 0.46 1.24 1.65
H 1.31 -0.42 2.88
```

C4H9NO2 | ωB97M-V/def2-TZVPD

The structure (SMILES) is C/C=N\C(=O)OC.[H][H]. The value obtained for the energy above the lowest of the compared OMol25 structures with the same formula, charge and spin is 301.5 kJ/mol.

The geometry in XYZ format:
```
16
C4H9NO2 (ωB97M-V/def2-TZVPD)
C 0.35 -1.64 -1.39
C 1.01 -0.34 -1.47
N 0.96 0.62 -0.63
C 0.24 0.44 0.56
O 0.01 -0.62 1.11
O -0.08 1.62 1.10
C -0.71 1.50 2.37
H -0.53 -1.72 -0.75
H 0.23 -2.19 -2.33
H 1.27 -1.93 -0.82
H 1.72 -0.28 -2.30
H -0.88 2.52 2.72
H -1.66 0.96 2.28
H -0.07 0.96 3.07
H -1.24 -0.06 -2.08
H -0.97 0.56 -1.79
```